(1)
Density functional theory data (the ωB97M-V functional and the def2-TZVPD basis) for C34H30BiN6O6 as an isolated structure.

The calculation puts the LUMO energy at -0.1113 hartree. The value obtained for the calculated total energy is -62807.115 eV. The HOMO energy comes out at -11.08 eV. The frontier orbital gap is 8.1 eV. The total charge is +1.

Last column: Löwdin charge in e.
Atoms and positions in Å:
Bi (-0.36278, 2.45769, -0.87595)  1.99
O (-0.26146, 1.43095, -5.06069)  0.14
C (-0.51353, 1.50677, -3.89022)  -0.46
N (-0.87039, 2.59863, -3.13527)  -0.08
C (-1.75028, 3.53644, -3.61756)  -0.44
O (-1.95887, 3.86689, -4.75503)  0.14
C (-2.60160, 4.10407, -2.48705)  -0.17
C (-3.58410, 5.03603, -2.76186)  0.03
C (-4.44227, 5.41730, -1.74517)  -0.01
C (-4.29962, 4.84331, -0.48844)  -0.02
C (-3.27998, 3.93611, -0.28340)  -0.10
N (-2.44580, 3.58370, -1.26319)  -0.02
C (-0.55524, 0.22396, -3.04555)  -0.19
C (-0.34479, -1.00047, -3.64949)  0.03
C (-0.48979, -2.14797, -2.88824)  -0.02
C (-0.85269, -2.04287, -1.55271)  -0.02
C (-1.02932, -0.78546, -1.01222)  -0.11
N (-0.87652, 0.31762, -1.74605)  -0.04
H (-3.66371, 5.41825, -3.76963)  0.13
H (-5.22543, 6.14022, -1.92977)  0.12
H (-4.96756, 5.09323, 0.32338)  0.12
H (-3.11923, 3.46318, 0.67567)  0.11
H (-0.08905, -1.01886, -4.69983)  0.13
H (-0.32975, -3.11942, -3.33684)  0.11
H (-0.97803, -2.92152, -0.93640)  0.11
H (-1.28538, -0.63069, 0.02793)  0.10
C (-2.20978, -1.26136, 4.66089)  -0.06
O (-1.85647, 0.00466, 5.19770)  -0.05
C (-1.59762, 0.99725, 4.33945)  -0.27
C (-1.27541, 2.23930, 4.91201)  0.01
C (-1.01746, 3.29372, 4.08981)  -0.01
C (-1.02789, 3.20109, 2.67314)  -0.11
C (-0.75062, 4.40242, 1.90447)  -0.38
C (-0.81044, 5.76443, 2.55383)  0.01
O (-0.48909, 4.38765, 0.69031)  -0.15
C (-1.34780, 1.93868, 2.10729)  -0.34
O (-1.49750, 1.66360, 0.81215)  -0.32
C (-1.63474, 0.86243, 2.96471)  0.04
H (-2.38000, -1.90865, 5.51450)  0.10
H (-1.39911, -1.66213, 4.04763)  0.09
H (-3.12276, -1.19429, 4.06596)  0.10
H (-1.25375, 2.33048, 5.98869)  0.13
H (-0.78649, 4.24309, 4.54871)  0.11
H (-0.12734, 5.85451, 3.39673)  0.09
H (-1.81954, 5.95796, 2.92227)  0.10
H (-0.54603, 6.50888, 1.80877)  0.09
H (-1.90572, -0.07184, 2.49219)  0.11
C (0.08966, -6.52799, -0.21903)  -0.05
C (1.34534, -5.73097, -0.44840)  -0.28
C (2.38381, -5.74134, 0.47751)  -0.03
C (3.53444, -4.99908, 0.26978)  -0.02
C (3.67891, -4.23603, -0.88244)  -0.27
N (4.90585, -3.54848, -1.08611)  0.13
C (5.11994, -2.39128, -1.78963)  -0.52
O (6.14270, -2.17900, -2.39897)  0.10
N (4.07620, -1.45587, -1.82293)  0.14
C (3.25343, -1.03436, -0.77863)  -0.20
C (3.29643, -1.52946, 0.52312)  0.02
C (2.43954, -1.00453, 1.47182)  -0.02
C (1.57473, 0.01915, 1.12412)  -0.14
N (1.54663, 0.51778, -0.11229)  -0.04
C (2.35489, -0.00029, -1.03286)  -0.09
C (2.65720, -4.21744, -1.82088)  -0.01
C (1.50690, -4.95948, -1.59561)  -0.05
H (0.30024, -7.44345, 0.33225)  0.08
H (-0.38050, -6.79951, -1.16351)  0.08
H (-0.63770, -5.95760, 0.36329)  0.08
H (2.29684, -6.34556, 1.37268)  0.12
H (4.33778, -5.02079, 0.99687)  0.12
H (5.73918, -4.11713, -1.05868)  0.16
H (4.28516, -0.75214, -2.51486)  0.15
H (4.00758, -2.29551, 0.79223)  0.11
H (2.46512, -1.37280, 2.48835)  0.12
H (0.89954, 0.45954, 1.84501)  0.10
H (2.30352, 0.43313, -2.02918)  0.12
H (2.77828, -3.65203, -2.73719)  0.12
H (0.73107, -4.97643, -2.35347)  0.10

Atoms 1-3, force components in eV/Å:
-0.20 0.16 0.31
0.02 0.03 -0.20
-0.09 -0.16 0.27

***

(2)
Density functional theory data (the ωB97M-V functional and the def2-TZVPD basis) for C34H30Cl5N4O2PRu as an isolated structure.

The calculation puts the LUMO energy (alpha / beta) at -0.0966 / -0.1190 hartree. The value obtained for the calculated total energy is -120279.414 eV. The HOMO energy (alpha / beta) comes out at -10.27 / -10.39 eV. The frontier orbital gap (alpha / beta) is 7.6 / 7.2 eV. The total charge is +1. As for the spin multiplicity: 2.

Last column: Löwdin charge in e.
Atoms and positions in Å:
Ru (-0.83635, -0.56895, 1.47917)  1.05
N (-0.09491, 1.90564, -0.55152)  0.07
C (-1.47800, 2.34598, -0.41587)  -0.32
C (-1.77770, 3.76409, -0.90025)  -0.14
C (-1.48250, 3.97003, -2.38386)  -0.18
C (-2.15179, 2.92204, -3.28155)  -0.14
N (-1.30488, 1.73858, -3.49277)  0.10
C (-0.26672, 1.70914, -4.31263)  -0.44
N (0.06155, 2.79226, -5.02382)  0.22
N (0.47748, 0.60834, -4.42000)  0.19
C (-1.97964, 2.17275, 1.03801)  -0.64
O (-3.04853, 2.66544, 1.33977)  0.06
O (-1.22270, 1.46037, 1.80923)  -0.21
H (0.50522, 2.40592, 0.09567)  0.09
H (0.25568, 2.07751, -1.48744)  0.05
H (-2.09812, 1.65128, -1.00046)  0.11
H (-1.19775, 4.48259, -0.31460)  0.13
H (-2.82925, 3.96696, -0.69467)  0.12
H (-0.40098, 3.94145, -2.55781)  0.10
H (-1.81270, 4.96668, -2.68322)  0.12
H (-2.43429, 3.32586, -4.25620)  0.12
H (-3.07428, 2.55827, -2.83006)  0.14
H (-1.51198, 0.89849, -2.96827)  0.08
H (-0.45245, 3.64943, -4.92805)  0.11
H (0.80458, 2.76175, -5.69877)  0.13
H (0.21176, -0.24039, -3.93924)  0.00
H (1.27140, 0.57740, -5.03420)  0.13
C (4.84211, 1.55401, -0.49863)  -0.07
C (4.92004, 1.09847, 0.80997)  -0.06
C (3.84613, 0.42829, 1.37529)  -0.09
C (2.68632, 0.21048, 0.63016)  -0.34
C (2.61410, 0.66620, -0.68338)  -0.12
C (3.69061, 1.33767, -1.24294)  -0.07
P (1.35432, -0.76295, 1.35576)  0.99
C (1.16229, -0.22816, 3.07767)  -0.37
C (0.53143, -1.09150, 3.98146)  -0.09
C (0.10331, -0.61434, 5.21944)  -0.06
C (0.29794, 0.71086, 5.55318)  -0.05
C (0.92256, 1.57773, 4.65644)  -0.05
C (1.33860, 1.12036, 3.42643)  -0.10
C (1.78142, -2.49091, 1.25053)  -0.30
C (3.02932, -3.04286, 1.13055)  -0.05
C (3.15585, -4.44532, 1.10467)  -0.06
C (2.04442, -5.23948, 1.20377)  -0.01
C (0.74695, -4.68547, 1.32043)  -0.16
C (-0.42210, -5.47968, 1.41674)  -0.03
C (-1.64164, -4.87608, 1.50416)  -0.06
C (-1.76244, -3.46516, 1.48628)  -0.10
C (-0.66819, -2.63325, 1.40793)  -0.24
C (0.60995, -3.28047, 1.32888)  -0.22
H (5.68044, 2.07843, -0.93788)  0.11
H (5.81644, 1.26484, 1.39221)  0.11
H (3.90877, 0.07775, 2.39862)  0.12
H (1.71066, 0.50038, -1.25388)  0.03
H (3.63418, 1.69170, -2.26435)  0.10
H (0.41403, -2.14019, 3.74253)  0.10
H (-0.37727, -1.28974, 5.91418)  0.11
H (-0.03826, 1.08159, 6.51232)  0.11
H (1.06476, 2.61698, 4.92013)  0.11
H (1.79001, 1.80629, 2.72119)  0.11
H (3.90951, -2.41610, 1.05356)  0.11
H (4.13615, -4.89207, 1.00842)  0.11
H (2.14716, -6.31801, 1.18535)  0.12
H (-0.33273, -6.55900, 1.41694)  0.12
H (-2.53846, -5.47773, 1.58051)  0.11
H (-2.76185, -3.05348, 1.54668)  0.06
Cl (-3.57917, -0.53599, 1.89951)  0.80
C (-3.30090, -0.68722, 0.18919)  -0.66
C (-1.96464, -0.82308, -0.16344)  -0.35
C (-1.70688, -1.05816, -1.50595)  -0.67
Cl (-0.07848, -1.35424, -2.02732)  0.77
C (-2.73910, -1.09291, -2.44660)  -0.70
Cl (-2.40392, -1.43761, -4.11112)  0.71
C (-4.06286, -0.87124, -2.06027)  -0.71
Cl (-5.32341, -0.86118, -3.22563)  0.71
C (-4.35581, -0.67926, -0.71042)  -0.70
Cl (-5.96382, -0.44810, -0.17585)  0.74

Atoms 1-3, force components in eV/Å:
-0.31 -0.14 0.25
-0.15 0.05 -0.10
0.02 0.16 0.05

***

(3)
Density functional theory data (the ωB97M-V functional and the def2-TZVPD basis) for C34H30N5OS4SeSiY as an isolated structure.

The calculation puts the LUMO energy at -0.0323 hartree. The value obtained for the calculated total energy is -162859.991 eV. The HOMO energy comes out at -7.11 eV. The frontier orbital gap is 6.2 eV.

Last column: Löwdin charge in e.
Atoms and positions in Å:
Y (0.41555, 0.42504, -0.14064)  1.00
S (0.74535, 2.29672, 2.00240)  0.56
C (-0.54964, 2.11968, 3.16482)  -0.70
C (-0.33905, 2.51465, 4.49549)  -0.13
C (-1.31344, 2.36158, 5.46233)  -0.09
C (-2.55256, 1.81329, 5.14349)  -0.10
C (-2.79593, 1.43589, 3.83589)  -0.12
C (-1.81226, 1.58636, 2.85951)  -0.55
S (-2.17407, 1.04700, 1.21570)  0.92
C (-2.27895, 2.67789, 0.39096)  -0.35
C (-1.97392, 2.61278, -1.07890)  -0.33
C (-2.98607, 2.72037, -2.02293)  -0.02
C (-2.65330, 2.71107, -3.36477)  -0.04
C (-1.31692, 2.65220, -3.72615)  -0.01
C (-0.36571, 2.55744, -2.72367)  -0.32
C (1.10752, 2.59342, -3.04435)  -0.38
S (2.03884, 1.17501, -2.41350)  0.92
C (1.55169, -0.16151, -3.49332)  -0.52
C (1.33386, 0.04126, -4.84905)  -0.11
C (1.05797, -1.03541, -5.67638)  -0.10
C (1.02416, -2.31453, -5.13514)  -0.10
C (1.25395, -2.51108, -3.78576)  -0.13
C (1.52573, -1.44287, -2.92261)  -0.72
S (1.87339, -1.70143, -1.22554)  0.54
N (-0.68972, 2.49141, -1.43132)  0.08
H (0.62454, 2.93454, 4.75434)  0.09
H (-1.10482, 2.67017, 6.47944)  0.10
H (-3.31548, 1.68967, 5.90033)  0.10
H (-3.75463, 1.01752, 3.55446)  0.10
H (-1.52977, 3.30133, 0.87930)  0.06
H (-3.27584, 3.07994, 0.55964)  0.09
H (-4.01567, 2.80062, -1.70183)  0.12
H (-3.42376, 2.76556, -4.12303)  0.12
H (-1.01550, 2.67324, -4.76431)  0.12
H (1.55934, 3.44462, -2.53164)  0.09
H (1.27750, 2.72157, -4.11033)  0.07
H (1.39344, 1.03477, -5.27422)  0.09
H (0.88037, -0.87640, -6.73149)  0.10
H (0.81268, -3.16484, -5.77127)  0.10
H (1.23043, -3.50785, -3.36404)  0.10
Se (4.70458, -2.95205, 5.93529)  1.12
N (5.14765, -1.76153, 4.69163)  -0.23
C (4.08781, -1.56738, 3.95395)  -0.33
C (4.04987, -0.65338, 2.81568)  -0.08
C (5.16241, 0.09528, 2.43571)  0.02
C (5.05846, 0.93135, 1.34818)  -0.02
C (3.84513, 0.99114, 0.66964)  -0.13
N (2.77986, 0.29153, 1.02147)  -0.02
C (2.86835, -0.52407, 2.08615)  -0.16
C (1.66321, -1.29713, 2.46692)  -0.13
N (0.55448, -1.12954, 1.73050)  0.02
C (-0.53584, -1.82608, 2.02478)  -0.11
C (-0.59688, -2.72186, 3.08668)  -0.01
C (0.52884, -2.89273, 3.85985)  0.02
C (1.68317, -2.17618, 3.54817)  -0.07
C (2.91550, -2.32165, 4.31754)  -0.33
N (3.03512, -3.11642, 5.34633)  -0.23
H (6.07905, 0.00032, 3.00212)  0.12
H (5.89297, 1.53179, 1.01560)  0.11
H (3.73554, 1.63006, -0.19755)  0.08
H (-1.39322, -1.66379, 1.38148)  0.09
H (-1.51021, -3.26295, 3.28671)  0.12
H (0.54519, -3.57318, 4.70087)  0.12
C (-1.82982, -3.11815, -1.50671)  -0.16
Si (-2.25786, -1.34000, -1.91796)  0.24
C (-2.30069, -1.10304, -3.77504)  -0.14
C (-3.99142, -1.00589, -1.27217)  -0.17
O (-1.19033, -0.33404, -1.23049)  -0.53
H (-2.45214, -3.83628, -2.04592)  0.03
H (-1.96591, -3.30573, -0.43709)  0.02
H (-0.78102, -3.31398, -1.74144)  0.00
H (-2.93404, -1.84717, -4.26460)  0.03
H (-1.30035, -1.17084, -4.20642)  0.01
H (-2.70370, -0.11369, -4.00996)  0.01
H (-4.72298, -1.67648, -1.73043)  0.03
H (-4.29490, 0.02164, -1.49288)  0.01
H (-4.04519, -1.13859, -0.18851)  0.01

Atoms 1-3, force components in eV/Å:
0.23 0.24 0.10
-0.01 0.03 -0.01
0.05 -0.01 0.00

***

Record order is preserved below.
Energy above the lowest of the compared OMol25 structures with the same formula, charge and spin: 23.4, 190.5, 22.7 kJ/mol